{
  "formula": "C3H9N2O2",
  "method": "the ωB97M-V functional and the def2-TZVPD basis",
  "homo_lumo_gap_ev": 10.15,
  "total_charge": 1,
  "homo_energy_ev": -14.0,
  "energy_ha": -379.4800,
  "spin_multiplicity": 1,
  "e_above_lowest_kcal_mol": 15.59,
  "species": ["H", "C", "C", "H", "O", "H", "C", "H", "H", "O", "H", "H", "N", "N", "H", "H"],
  "coordinates": [[-0.40531, 1.48482, 3.14597], [0.97565, 0.18749, 2.06270], [-1.05449, -0.69734, -2.41277], [-1.00457, 0.08870, 2.14778], [1.94541, 0.21525, 2.78861], [-0.95422, -1.78872, -2.34517], [-0.31050, 0.92258, 2.17909], [0.19428, -0.30589, -0.86593], [-2.40518, -0.89204, -3.91840], [0.96319, -0.49456, 0.82938], [-0.45414, 1.03654, -1.62805], [1.80708, -0.92955, 0.80008], [-1.91212, -0.26291, -3.31263], [-0.27404, 0.06616, -1.69973], [-1.98694, 0.71310, -3.65200], [-0.42070, 1.72842, 1.48424]],
  "forces_ev_per_a": [[0.3, -1.0, -0.6], [1.8, 1.3, 0.2], [-0.1, -0.3, -0.9], [-0.9, 0.6, -0.3], [-1.7, -0.6, -1.5], [-0.1, 0.5, 0.3], [0.1, 0.1, 2.4], [0.1, -0.1, -0.2], [0.0, -0.5, 0.1], [-0.2, 0.4, 0.9], [-0.1, 1.1, -0.3], [1.0, -0.6, -0.2], [0.1, 1.1, -0.5], [-0.2, -1.0, 0.7], [0.3, -0.8, 0.8], [-0.2, -0.1, -1.1]]
}